Record 1
DFT (ωB97M-V with the def2-TZVPD basis set) results for an isolated molecule of C5H8O.

XYZ file:
```
14
Properties=species:S:1:pos:R:3:mulliken_charge:R:1
O 2.01 0.37 -1.27 -0.47
C 1.85 0.38 -0.07 -0.28
C 0.56 -0.03 0.59 0.40
C -0.24 -1.19 -0.07 -0.79
C -1.41 -0.21 -0.38 -0.41
C -0.57 0.96 0.17 -0.79
H 2.63 0.79 0.61 0.33
H 0.69 -0.13 1.67 0.44
H 0.25 -1.61 -0.95 0.27
H -0.50 -2.00 0.61 0.26
H -1.67 -0.13 -1.44 0.25
H -2.32 -0.41 0.19 0.24
H -0.24 1.65 -0.61 0.26
H -1.01 1.57 0.96 0.29
```

Summary:
Net charge: 0
LUMO level, Eh: 0.03786
HOMO energy, eV: -9.7
Relative energy (zero: lowest compared OMol25 entry of this formula, charge and spin), eV: 1.2559
F_max, eV/A: 0.5
SMILES string: O=CC1CCC1
HOMO-LUMO gap, eV: 10.7488

---

Record 2
DFT (ωB97M-V with the def2-TZVPD basis set) results for a structure of composition C35H31CoF6N3O11S4.

XYZ file:
```
91
Properties=species:S:1:pos:R:3:mulliken_spin:R:1
Co -0.41 0.21 -2.10 1.06
F -4.44 3.22 0.10 0.00
C -3.65 2.15 0.27 0.00
F -4.05 1.19 -0.55 0.00
F -3.82 1.72 1.53 0.00
S -1.87 2.58 0.01 0.00
O -1.27 1.29 -0.19 0.00
O -1.55 3.36 1.16 0.00
N -1.83 3.52 -1.26 0.00
S -1.79 2.99 -2.73 0.00
O -0.90 3.77 -3.54 0.00
O -1.78 1.54 -2.87 0.02
C -3.45 3.42 -3.40 0.00
F -3.47 3.20 -4.72 0.00
F -3.72 4.71 -3.19 0.00
F -4.41 2.68 -2.84 0.00
C -4.87 -1.16 2.69 0.00
C -3.56 -1.87 2.89 0.00
C -3.52 -3.22 3.26 0.00
C -2.32 -3.89 3.43 0.00
C -1.13 -3.19 3.25 0.00
C -1.14 -1.85 2.90 0.00
C -2.35 -1.20 2.72 0.00
S 0.40 -4.07 3.30 0.00
O 1.43 -3.12 3.59 0.00
O 0.24 -5.25 4.12 0.00
N 0.61 -4.65 1.77 0.00
C 0.19 -3.84 0.60 0.00
C 1.02 -2.60 0.35 0.00
C 0.29 -1.66 -0.59 0.00
O 0.99 -0.91 -1.35 -0.03
O -0.96 -1.63 -0.60 0.02
H -5.67 -1.87 2.47 0.00
H -4.80 -0.45 1.87 0.00
H -5.15 -0.60 3.59 0.00
H -4.46 -3.76 3.39 0.00
H -2.29 -4.93 3.70 0.00
H -0.23 -1.28 2.75 0.00
H -2.34 -0.16 2.43 0.00
H 0.21 -5.58 1.75 0.00
H -0.86 -3.55 0.69 0.00
H 0.26 -4.51 -0.26 0.00
H 2.01 -2.84 -0.05 0.00
H 1.20 -2.03 1.27 0.00
C 2.98 0.68 -2.80 -0.01
C 2.23 1.72 -2.03 0.00
O 1.03 1.82 -2.17 0.01
C 2.96 2.60 -1.09 0.00
C 2.23 3.32 -0.14 0.00
C 2.89 4.10 0.79 0.00
C 4.28 4.18 0.78 0.00
C 5.01 3.46 -0.16 0.00
C 4.36 2.66 -1.08 0.00
H 2.28 0.13 -3.43 0.00
H 3.44 -0.01 -2.09 0.00
H 3.76 1.14 -3.41 0.00
H 1.16 3.22 -0.12 0.00
H 2.32 4.62 1.55 0.00
H 4.79 4.77 1.52 0.00
H 6.10 3.50 -0.15 0.00
H 4.93 2.09 -1.80 0.00
C -0.63 -1.04 -3.63 -0.10
C -1.95 -0.88 -4.24 0.04
C -2.15 -0.17 -5.43 0.00
C -3.41 0.03 -5.96 0.00
C -4.53 -0.48 -5.31 -0.01
C -4.36 -1.19 -4.12 0.00
C -3.10 -1.39 -3.60 -0.01
C -5.84 -0.29 -5.86 0.00
N -6.89 -0.14 -6.31 0.00
H 0.18 -0.91 -4.34 0.01
H -0.55 -2.00 -3.12 0.00
H -1.29 0.25 -5.94 0.00
H -3.54 0.60 -6.88 0.00
H -5.23 -1.58 -3.60 0.00
H -2.97 -1.91 -2.66 -0.01
O 6.78 -0.70 5.70 0.00
C 6.69 -0.25 4.41 0.00
O 7.72 -0.05 3.81 0.00
C 5.33 -0.03 3.88 0.00
C 4.15 -0.38 4.56 0.00
C 2.91 -0.12 4.02 0.00
C 2.75 0.50 2.76 0.00
S 1.21 0.86 2.09 0.00
C 3.95 0.81 2.08 0.00
C 5.19 0.56 2.62 0.00
H 5.89 -0.77 6.06 0.00
H 4.18 -0.90 5.51 0.00
H 2.02 -0.42 4.56 0.00
H 3.87 1.26 1.10 0.00
H 6.09 0.83 2.07 0.00
```

Summary:
Net charge: -2
LUMO level, Eh: 0.14655
HOMO energy, eV: -1.9
F_max, eV/A: 0.5
2S+1: 2
Expectation value of S²: 0.9275
HOMO-LUMO gap, eV: 5.9035

---

Record 3
DFT (ωB97M-V with the def2-TZVPD basis set) results for a structure of composition F2O2S in a non-equilibrium geometry.

XYZ file:
```
5
Properties=species:S:1:pos:R:3:mulliken_charge:R:1
O 0.20 -1.59 -0.44 -0.29
O -0.66 0.73 0.09 -0.03
F -1.70 0.10 0.75 -0.08
F 1.93 0.94 0.19 -0.53
S 0.39 -0.24 -0.79 0.92
```

Summary:
Net charge: 0
LUMO level (spin up / spin down), Eh: -0.08283 / -0.08284
HOMO energy (spin up / spin down), eV: -12.0 / -11.9
Relative energy (zero: lowest compared OMol25 entry of this formula, charge and spin), eV: 5.7363
F_max, eV/A: 3.9
HOMO-LUMO gap (spin up / spin down), eV: 9.6962 / 9.6915

---

Record 4
DFT (ωB97M-V with the def2-TZVPD basis set) results for the ion C5H10N5O2 with charge +1 in a non-equilibrium geometry.

XYZ file:
```
22
Properties=species:S:1:pos:R:3:mulliken_charge:R:1
O 0.95 2.60 2.95 -0.40
C 1.14 3.16 1.93 0.13
N 0.86 2.79 0.64 -0.66
N -0.08 1.97 0.42 0.26
N -1.11 1.62 1.02 -0.05
C -1.91 0.75 1.44 -0.13
C -1.29 -0.64 1.68 -0.57
O -1.01 -1.19 0.44 -0.33
C 0.38 -1.21 -0.07 -0.49
C 0.45 -0.94 -1.58 -0.03
N -0.64 -0.21 -2.21 -0.41
N 0.51 0.44 -1.95 0.16
H 1.79 4.05 2.03 0.39
H -2.97 0.82 1.25 0.36
H -0.47 -0.33 2.34 0.38
H -1.98 -1.23 2.21 0.39
H 0.97 -2.20 0.23 0.32
H 0.88 -0.30 0.54 0.30
H 1.06 -1.57 -2.16 0.49
H -0.87 -0.36 -3.18 0.29
H 1.18 0.89 -2.51 0.35
H 0.61 1.08 -1.08 0.24
```

Summary:
Net charge: +1
LUMO level, Eh: -0.14287
HOMO energy, eV: -12.8
Relative energy (zero: lowest compared OMol25 entry of this formula, charge and spin), eV: 9.3845
F_max, eV/A: 5.5
SMILES string: O=C/N=N\N=C/COC[C@H]1N[NH2+]1
HOMO-LUMO gap, eV: 8.9548

---

Record 5
DFT (ωB97M-V with the def2-TZVPD basis set) results for a structure of composition C23H26BN5O2STi.

XYZ file:
```
59
Properties=species:S:1:pos:R:3:mulliken_charge:R:1
Ti -0.14 0.10 -0.83 0.35
N -7.33 -1.65 6.35 -0.42
C -6.54 -1.48 5.54 -0.21
C -5.55 -1.28 4.52 0.53
C -4.88 -0.05 4.43 -0.88
C -3.94 0.15 3.45 -0.16
C -3.63 -0.88 2.56 -0.29
C -4.29 -2.10 2.65 -0.42
C -5.25 -2.30 3.62 -0.86
C -2.61 -0.66 1.50 0.97
C -2.87 0.33 0.55 -0.08
C -4.06 1.03 0.37 -0.39
C -3.93 1.84 -0.76 -1.39
C -2.66 1.61 -1.25 -0.64
N -1.99 0.69 -0.49 0.36
C -1.47 -1.47 1.49 0.25
C -1.21 -2.56 2.35 -0.42
C -0.07 -3.20 1.88 -1.23
C 0.36 -2.47 0.78 -0.72
N -0.45 -1.41 0.52 0.45
H -5.12 0.73 5.14 0.49
H -3.42 1.10 3.38 0.54
H -4.07 -2.89 1.94 0.60
H -5.78 -3.24 3.68 0.48
H -4.93 0.94 1.00 0.62
H -4.67 2.50 -1.18 0.49
H -2.20 2.05 -2.13 0.79
H -1.81 -2.84 3.20 0.66
H 0.40 -4.08 2.28 0.50
H 1.22 -2.68 0.16 0.66
N 4.37 -0.50 0.64 -0.41
C 3.06 -0.39 0.61 0.92
N 2.38 -0.26 1.74 -0.25
S 2.31 -0.41 -0.95 -0.44
H 4.89 -0.54 1.51 0.22
H 4.89 -0.60 -0.22 0.25
H 2.86 -0.23 2.64 0.23
H 1.38 -0.25 1.74 0.06
C 2.24 2.49 -3.10 -1.89
C 0.90 2.99 -2.62 1.25
C -0.01 3.36 -3.76 -1.69
O 0.26 1.80 -1.87 -0.04
B 0.61 2.01 -0.52 0.94
O 1.15 3.18 -0.24 -0.54
C 0.98 4.03 -1.45 1.35
C 2.17 4.96 -1.55 -1.71
C -0.31 4.80 -1.24 -1.62
H 2.11 1.64 -3.77 0.44
H 2.89 2.20 -2.28 0.37
H 2.73 3.29 -3.66 0.43
H -0.04 2.56 -4.50 0.45
H 0.39 4.25 -4.25 0.38
H -1.02 3.59 -3.43 0.40
H 3.11 4.42 -1.54 0.37
H 2.15 5.65 -0.71 0.46
H 2.11 5.54 -2.47 0.37
H -1.18 4.14 -1.17 0.22
H -0.47 5.51 -2.05 0.38
H -0.24 5.36 -0.31 0.49
```

Summary:
Net charge: +2
LUMO level, Eh: -0.28110
HOMO energy, eV: -14.2
Relative energy (zero: lowest compared OMol25 entry of this formula, charge and spin), eV: 0.5338
F_max, eV/A: 0.5
HOMO-LUMO gap, eV: 6.5284

---

Record 6
DFT (ωB97M-V with the def2-TZVPD basis set) results for an isolated molecule of C25H32FN3O3.

XYZ file:
```
64
Properties=species:S:1:pos:R:3:mulliken_charge:R:1
C -4.69 1.82 -0.50 -0.99
C -4.82 1.31 0.95 -0.60
N -4.28 2.15 2.00 0.21
C -5.00 3.38 2.24 -0.34
C -4.77 3.90 3.65 -1.43
C -2.84 2.24 2.05 -0.03
C -2.18 3.37 1.21 -0.71
N -0.82 3.02 0.87 -0.07
C -0.49 2.55 -0.35 -0.23
O -1.27 2.52 -1.28 -0.71
C 0.95 2.07 -0.48 0.58
C 1.73 2.92 -1.49 -0.98
C 3.16 2.40 -1.54 -0.87
C 3.30 0.89 -1.64 0.78
O 4.36 0.40 -1.98 -0.67
N 2.23 0.12 -1.30 0.45
C 2.35 -1.30 -1.38 -0.45
C 1.40 -2.04 -2.09 -0.14
C 1.50 -3.41 -2.14 -0.86
C 2.55 -4.08 -1.51 0.90
O 2.56 -5.43 -1.63 -0.46
C 3.61 -6.16 -1.03 -0.85
C 3.50 -3.33 -0.81 -0.55
C 3.39 -1.95 -0.75 -0.57
C 0.90 0.63 -1.01 -0.82
C 0.20 -0.24 0.01 0.53
C 0.86 -0.61 1.18 -0.26
C 0.22 -1.37 2.14 -1.25
C -1.09 -1.75 1.92 0.56
F -1.73 -2.49 2.85 -0.36
C -1.77 -1.39 0.77 -1.10
C -1.12 -0.63 -0.18 0.24
H -3.65 1.86 -0.82 0.11
H -5.22 1.14 -1.16 0.45
H -5.13 2.80 -0.60 0.33
H -5.87 1.16 1.18 0.41
H -4.32 0.34 1.03 0.29
H -4.75 4.17 1.51 0.26
H -6.06 3.15 2.12 0.50
H -4.94 3.10 4.37 0.33
H -3.76 4.28 3.78 0.27
H -5.47 4.71 3.86 0.44
H -2.43 1.29 1.71 -0.56
H -2.54 2.37 3.10 0.34
H -2.71 3.50 0.27 0.43
H -2.19 4.31 1.76 0.25
H -0.16 2.95 1.63 0.32
H 1.45 2.10 0.49 0.65
H 1.72 3.97 -1.19 0.37
H 1.25 2.84 -2.46 0.39
H 3.70 2.83 -2.38 0.44
H 3.69 2.69 -0.63 0.25
H 0.59 -1.55 -2.60 0.39
H 0.78 -4.00 -2.69 0.45
H 3.62 -6.03 0.06 0.33
H 4.58 -5.86 -1.44 0.34
H 3.42 -7.20 -1.27 0.24
H 4.33 -3.81 -0.31 0.39
H 4.13 -1.39 -0.21 0.47
H 0.30 0.65 -1.93 0.30
H 1.88 -0.31 1.34 0.40
H 0.72 -1.67 3.05 0.49
H -2.79 -1.70 0.63 0.54
H -1.64 -0.33 -1.08 0.44
```

Summary:
Net charge: 0
LUMO level, Eh: 0.01970
HOMO energy, eV: -8.1
Relative energy (zero: lowest compared OMol25 entry of this formula, charge and spin), eV: 0.0716
F_max, eV/A: 0.7
SMILES string: CCN(CC)CCNC(=O)[C@@H]1CCC(=O)N(c2ccc(OC)cc2)[C@H]1c1ccc(F)cc1
HOMO-LUMO gap, eV: 8.6364

---

Question: Look up the F_max of the fifth one.
Answer: 0.5 eV/A

---

Question: Which of these has the lowest net charge?
Answer: C35H31CoF6N3O11S4

---

Question: Which value of net charge does entry 1 give?
Answer: 0